C48H96O24S12 | wB97M-V/def2-TZVPD

XYZ file:
```
180
Properties=species:S:1:pos:R:3:forces:R:3
O 1.8802 20.1390 19.1829 0.12 -0.13 -0.34
S 0.8024 19.3920 18.5848 0.02 -0.81 1.75
O 0.1622 19.8580 17.4008 -0.59 0.67 -1.07
C 1.2285 17.6528 18.3936 0.41 -0.40 -0.90
C 0.3071 16.8384 19.2983 0.99 0.20 0.51
C 0.0642 17.7518 20.5018 -1.26 -0.70 0.78
C -0.4174 19.0501 19.8915 0.71 0.09 -0.80
H 2.2800 17.5701 18.6758 -0.11 -0.03 0.28
H 1.1560 17.3214 17.3557 -0.15 0.48 -0.04
H -0.6504 16.5668 18.8576 0.05 0.23 -0.37
H 0.8412 15.9097 19.5093 -0.21 0.03 0.38
H 0.8904 17.8500 21.2046 0.37 0.21 -0.42
H -0.7541 17.3729 21.1304 0.11 -0.11 -0.15
H -0.4695 19.8842 20.5779 -0.19 0.23 -0.08
H -1.3149 18.8653 19.2993 -0.32 0.21 0.41
O -3.0190 16.3744 15.4650 -0.23 -0.28 -0.17
S -1.8612 17.1276 15.0420 -0.32 1.00 -0.91
O -0.6277 16.8886 15.7229 1.03 -0.63 0.50
C -1.7563 17.0984 13.2372 0.67 0.92 0.18
C -2.9386 18.0142 12.9233 -0.14 -1.60 -0.51
C -2.6940 19.2866 13.7226 -0.60 -0.29 0.04
C -2.2017 18.8901 15.0945 0.94 -0.69 1.01
H -1.6746 16.0885 12.8587 -0.50 -0.15 -0.13
H -0.8920 17.6735 12.8767 0.45 -0.44 0.58
H -3.0127 18.1859 11.8525 -0.07 0.15 -0.03
H -3.7991 17.4054 13.2197 -0.46 0.72 0.01
H -3.6143 19.8618 13.7412 0.17 0.49 -0.03
H -1.8493 19.8113 13.2848 -0.36 0.43 -0.46
H -2.7741 19.0476 16.0091 -0.39 0.22 -0.30
H -1.1939 19.2624 15.2881 -0.15 0.29 0.12
O -7.7188 13.5310 12.3350 0.29 0.21 -0.15
S -7.3289 14.1243 13.5948 -0.64 -1.36 -0.05
O -8.0568 15.2581 14.0889 0.02 0.65 -0.04
C -7.3446 12.9069 14.9138 -0.64 -0.59 -0.23
C -5.8832 12.6840 15.3165 -0.87 0.47 0.70
C -5.1713 14.0183 15.0647 0.02 0.02 0.61
C -5.5843 14.4485 13.6671 0.08 0.07 0.06
H -7.8581 11.9631 14.7121 0.18 0.17 -0.81
H -8.0432 13.3726 15.6162 0.79 0.17 0.54
H -5.9652 12.3679 16.3567 0.79 0.09 0.09
H -5.4047 11.8828 14.7579 -0.20 -0.11 -0.16
H -4.0893 13.9420 15.1304 0.03 -0.02 -0.02
H -5.4815 14.7507 15.8150 0.01 0.05 -0.11
H -5.0665 13.8095 12.9525 -0.15 0.22 -0.30
H -5.4829 15.5082 13.4414 0.35 -0.05 -0.04
O 0.7041 25.0933 14.9045 0.52 0.31 0.11
S 0.0047 23.8871 14.5640 -0.24 0.01 -0.07
O 0.2789 23.2328 13.3085 0.01 -0.11 -0.04
C 0.0875 22.7391 15.9315 -0.73 -0.05 -0.36
C -1.1393 23.1330 16.7559 0.46 0.35 0.46
C -2.2976 23.3651 15.7773 -0.04 -0.41 1.14
C -1.7499 24.2645 14.7276 0.21 0.38 -1.93
H 1.0484 22.8325 16.4186 0.11 0.01 0.11
H -0.0650 21.7360 15.5353 0.26 -0.04 -0.06
H -1.3286 22.3545 17.4925 -0.16 0.08 0.07
H -0.9215 24.0790 17.2644 -0.03 -0.17 0.18
H -3.1477 23.8421 16.2553 -0.14 -0.17 0.14
H -2.6160 22.3813 15.4274 -0.13 0.20 -0.47
H -1.7918 25.3433 14.8767 -0.01 -0.09 0.73
H -2.1811 24.1570 13.7311 -0.01 -0.43 0.03
O -8.5453 21.4897 14.5997 -0.54 0.49 -0.53
S -8.5335 20.5481 15.6815 2.43 0.63 0.03
O -9.7121 20.0368 16.2714 -1.57 -0.60 0.31
C -7.3894 19.2341 15.2349 -0.28 -0.25 -0.61
C -6.2962 19.2897 16.2755 0.74 -1.28 -0.02
C -6.1192 20.7318 16.6878 0.94 -0.16 -0.20
C -7.4899 21.2271 16.9865 -0.63 0.47 0.71
H -6.9482 19.4017 14.2484 -0.34 0.46 0.06
H -8.0000 18.3441 15.1398 0.13 -0.41 0.35
H -6.4742 18.6228 17.1257 -0.38 0.29 0.09
H -5.3609 18.9052 15.8664 0.02 -0.03 -0.23
H -5.6661 21.3027 15.8741 -0.06 0.04 -0.03
H -5.4173 20.7481 17.5206 -0.18 0.38 0.23
H -7.5964 22.3075 17.0180 -0.06 0.09 -0.22
H -7.8511 20.8297 17.9357 -0.13 -0.11 -0.05
O 0.1004 19.5194 8.7367 -0.03 0.84 -0.03
S 0.4055 18.2954 9.4083 -0.14 -1.21 0.02
O 1.0443 18.2722 10.6953 0.06 0.33 0.57
C -1.0284 17.2388 9.4607 -0.20 -1.07 -1.58
C -0.4465 15.8204 9.4897 0.17 0.48 1.26
C 0.8042 15.8088 8.5820 -0.12 -1.24 0.18
C 1.3289 17.2021 8.3276 -0.47 0.66 -0.08
H -1.4740 17.3020 8.4576 -0.19 0.64 0.27
H -1.7873 17.4538 10.1999 0.16 0.27 0.23
H -0.1796 15.6067 10.5329 0.31 -0.03 -0.23
H -1.1514 15.0286 9.2505 -0.12 0.22 -0.31
H 0.5908 15.3593 7.6116 -0.20 -0.07 0.06
H 1.5030 15.1292 9.0689 0.36 0.27 -0.15
H 1.0359 17.5465 7.3381 0.27 0.00 -0.15
H 2.3862 17.3631 8.4920 0.14 0.02 0.07
O -3.6142 15.1586 11.1934 0.26 -0.27 -0.10
S -4.1792 15.2813 9.8653 -1.34 -0.27 -0.59
O -4.1225 16.5583 9.2125 0.39 0.44 -0.11
C -3.6087 13.9914 8.7438 0.55 -1.44 0.75
C -4.7925 13.0576 8.4211 -0.03 0.29 -0.22
C -5.8444 13.2565 9.5053 -0.43 -0.77 1.58
C -5.9033 14.7252 9.8972 0.57 -0.42 -1.16
H -2.9240 13.3485 9.3117 0.26 0.55 0.08
H -3.0713 14.3957 7.8953 -0.15 0.29 -0.08
H -5.1658 13.2550 7.4136 -0.25 0.17 0.18
H -4.4777 12.0153 8.4214 0.19 0.05 -0.05
H -5.6474 12.6997 10.4417 0.62 -0.01 -0.45
H -6.8148 12.8142 9.2654 -0.05 0.53 -0.41
H -6.2752 14.9163 10.8861 -0.53 0.16 0.13
H -6.4129 15.2140 9.0653 -0.02 0.69 0.48
O -0.7630 12.8078 10.8478 -0.22 0.40 0.01
S -0.4776 12.9858 12.2526 0.19 -1.19 0.83
O 0.4894 13.9445 12.7147 0.22 0.87 -0.34
C -2.0115 13.1397 13.2338 0.68 0.41 -0.66
C -2.0827 11.8885 14.0962 -0.36 -0.34 -0.47
C -1.2870 10.7872 13.3832 -0.54 -0.66 -0.15
C 0.0187 11.3969 12.9353 0.08 0.43 0.42
H -2.7454 13.2742 12.4388 -0.39 -0.21 0.35
H -1.9367 14.0498 13.8235 0.00 0.12 -0.09
H -1.6781 12.0581 15.0926 0.01 0.13 0.01
H -3.1237 11.5859 14.2005 0.03 -0.05 0.24
H -1.8488 10.4332 12.5077 0.07 0.17 0.04
H -1.1841 9.9050 14.0171 0.26 0.15 0.08
H 0.6162 10.8438 12.2199 -0.12 -0.05 -0.21
H 0.6466 11.6796 13.7852 -0.03 -0.18 0.06
O -5.1014 22.0278 12.4630 0.47 -0.46 -0.34
S -5.4193 23.2725 13.1057 -0.30 0.11 -0.35
O -5.2095 23.3338 14.5344 -0.21 0.21 0.26
C -4.5743 24.7004 12.3723 -0.13 -0.49 1.26
C -5.6278 25.5630 11.7248 -0.62 -0.70 -1.39
C -7.0144 25.2416 12.3199 0.40 0.44 2.11
C -7.0754 23.7434 12.6489 0.18 0.45 -1.06
H -3.7876 24.2874 11.7496 0.08 0.28 -0.22
H -4.2004 25.1533 13.2905 0.40 0.21 -0.24
H -5.4081 26.6213 11.7938 0.10 0.11 0.03
H -5.6596 25.2845 10.6655 0.08 0.23 -0.01
H -7.8435 25.5668 11.7047 0.00 -0.07 -0.25
H -7.0879 25.8016 13.2671 -0.15 -0.05 -0.21
H -7.2778 23.2906 11.6738 0.05 -0.68 0.40
H -7.7223 23.3681 13.4349 -0.32 0.21 -0.07
O 3.9807 12.2864 17.8707 -0.04 0.08 0.20
S 2.9199 12.6638 16.9806 0.33 0.03 -1.11
O 1.7467 11.8410 16.8561 -0.67 -0.35 0.44
C 2.3486 14.3650 17.2348 0.39 -0.81 0.23
C 1.8463 14.7001 15.8605 -0.84 -0.44 -1.25
C 2.9519 14.2652 14.8647 0.22 0.52 0.22
C 3.5068 12.9003 15.2914 1.24 0.62 0.68
H 3.1941 14.9816 17.5380 0.01 -0.04 0.15
H 1.6357 14.2083 18.0444 -0.16 0.50 -0.09
H 0.9544 14.0988 15.6236 0.18 0.02 0.22
H 1.5054 15.7156 15.6633 0.35 0.14 0.34
H 3.7676 14.9971 14.9388 -0.14 -0.12 -0.11
H 2.5914 14.2821 13.8415 -0.11 -0.08 0.00
H 4.5910 12.9514 15.4349 -0.06 0.04 -0.22
H 3.3388 12.0421 14.6526 -0.60 -0.10 0.11
O -4.1329 23.1206 8.9371 0.18 -0.41 0.05
S -2.8365 22.4968 8.7307 -0.64 1.41 1.38
O -2.5376 21.9087 7.4669 0.24 -0.40 -0.76
C -1.5757 23.7241 9.1478 0.40 0.19 -0.05
C -0.6091 22.9427 10.0125 0.46 -0.45 -0.23
C -1.4099 21.9925 10.9306 1.33 0.28 0.01
C -2.4490 21.3192 10.0582 0.06 0.75 0.07
H -1.9190 24.6125 9.6789 -0.68 -0.24 -0.12
H -1.1946 24.0338 8.1746 0.23 0.01 0.11
H -0.0239 22.3196 9.3221 0.01 -0.12 0.31
H 0.1110 23.5115 10.5993 -0.21 0.33 -0.12
H -1.8232 22.4535 11.8314 -0.24 0.39 -0.35
H -0.6206 21.3533 11.3430 -0.48 -0.54 -0.14
H -3.3646 21.2421 10.6283 -0.37 -0.82 -0.22
H -2.0285 20.4728 9.5257 -0.38 -0.40 0.20
O -3.3130 11.2482 17.2591 -0.34 -0.40 -0.77
S -2.7662 11.7658 18.4790 0.63 1.08 -0.04
O -2.7834 10.9860 19.6746 -0.33 -0.51 0.59
C -1.0613 12.3288 18.1856 -1.02 -0.85 -0.70
C -1.1269 13.8274 17.9653 0.61 0.59 0.82
C -2.5603 14.2763 17.8617 -1.51 -0.10 -0.48
C -3.4332 13.4085 18.7225 0.26 -0.62 1.90
H -0.7846 11.7572 17.3046 0.38 0.01 0.00
H -0.5339 11.9590 19.0529 0.44 0.23 0.05
H -0.6745 14.2965 18.8415 0.02 0.08 -0.03
H -0.6138 14.2316 17.0953 0.30 -0.41 -0.04
H -2.9150 14.1007 16.8468 0.11 0.48 -0.19
H -2.7368 15.3097 18.1425 0.25 0.24 -0.34
H -4.5149 13.4336 18.6353 -0.03 -0.03 -0.63
H -3.2531 13.5766 19.7957 0.13 0.14 -0.15
```
Forces are in eV/Å.

Lowest unoccupied orbital energy   -0.1 eV
SMILES   O=S1(=O)CCCC1.O=S1(=O)CCCC1.O=S1(=O)CCCC1.O=S1(=O)CCCC1.O=S1(=O)CCCC1.O=S1(=O)CCCC1.O=S1(=O)CCCC1.O=S1(=O)CCCC1.O=S1(=O)CCCC1.O=S1(=O)CCCC1.O=S1(=O)CCCC1.O=S1(=O)CCCC1
Energy above the lowest of the compared OMol25 structures with the same formula, charge and spin   12.6 kJ/mol